[1]
Entry from the Open Molecules 2025 dataset: a gas-phase ion, C2H8N3 (charge +1) (ωB97M-V with the def2-TZVPD basis set).

Total charge = +1
Electronic energy = -6662.0818 eV
Frontier orbital gap = 11.0 eV
Structure (SMILES) = NN[NH+]1CC1
HOMO = -14.655 eV
LUMO level = -3.631 eV

Atoms and positions in Å:
N: 1.84036 -0.67158 -0.79503
N: 1.27503 0.22132 0.19031
N: 0.06848 -0.14086 0.27541
C: -0.95532 0.00219 -0.70775
C: -1.41208 0.50265 0.49536
H: 1.89994 -1.56861 -0.38403
H: 2.79267 -0.29328 -1.00400
H: 1.83535 0.12535 1.06577
H: 0.04133 -0.94806 0.98951
H: -1.61822 -0.77466 -1.11794
H: -0.60902 0.72667 -1.44433
H: -2.08417 0.10329 1.24030
H: -1.63560 1.69839 0.55332

---

[2]
Entry from the Open Molecules 2025 dataset: a molecular structure, C28H78F3NaO26 (ωB97M-V with the def2-TZVPD basis set).

Electronic energy = -96087.7745 eV
Frontier orbital gap = 2.8 eV
HOMO = -5.983 eV
LUMO level = -3.219 eV

Atoms and positions in Å:
Na: -12.56107 11.04420 -19.24681
C: -11.79110 10.96132 -12.84891
O: -11.46296 9.57067 -13.07456
O: -11.62459 11.61632 -14.06768
C: -13.13449 11.10925 -12.01350
F: -13.07180 10.18047 -11.06885
F: -13.28930 12.18290 -11.32266
F: -14.22143 10.92547 -12.76349
C: -10.11419 9.17869 -12.78542
C: -10.34643 7.69049 -12.84957
H: -10.67083 7.29419 -13.81176
H: -9.41167 7.24434 -12.51004
H: -11.20495 7.36139 -12.26413
H: -9.87392 9.36132 -11.73803
H: -9.28328 9.60196 -13.34980
H: -11.08263 11.35423 -12.11968
C: -11.15400 4.62244 -21.99029
C: -11.90398 5.53903 -22.98691
O: -13.09187 5.99489 -22.40722
O: -11.85727 3.36086 -22.03308
H: -11.17241 5.06727 -20.99535
H: -10.09302 4.54928 -22.22917
H: -12.12955 4.98899 -23.90053
H: -11.36107 6.43684 -23.28232
H: -13.67106 5.23004 -22.44106
H: -11.49577 2.91071 -22.80006
C: -22.45563 14.41239 -14.72596
C: -21.44187 15.04936 -15.69089
O: -20.97435 16.32546 -15.07271
O: -23.40206 15.37102 -14.27516
H: -21.85905 14.00727 -13.90862
H: -22.87570 13.50673 -15.16348
H: -21.87124 15.21562 -16.67886
H: -20.60641 14.36617 -15.84368
H: -20.02854 16.34721 -15.23570
H: -23.02788 16.25419 -14.31516
C: -0.87231 7.24022 -15.76810
C: -1.35659 8.56060 -16.37826
O: -2.28039 9.30585 -15.65733
O: 0.02101 7.55931 -14.71138
H: -0.44095 6.47103 -16.40871
H: -1.66539 6.56468 -15.44754
H: -1.93534 8.40149 -17.28811
H: -0.58542 9.27981 -16.65420
H: -3.16303 9.10144 -15.97478
H: -0.42613 8.20024 -14.15382
C: -18.96957 20.60599 -10.16896
C: -18.17759 19.30437 -10.19644
O: -17.08849 19.47084 -9.36910
O: -18.47874 21.76328 -10.87565
H: -19.38635 20.86189 -9.19485
H: -19.82745 20.40352 -10.81016
H: -17.88820 19.11820 -11.23071
H: -18.73239 18.40273 -9.93691
H: -16.78219 18.59600 -9.11922
H: -19.04423 22.06177 -11.59169
C: -14.70159 18.73505 -16.59833
C: -15.61833 19.95712 -16.85190
O: -16.48511 19.60008 -17.96000
O: -15.53244 17.53976 -16.27017
H: -14.08616 19.04579 -15.75405
H: -14.10297 18.30654 -17.40215
H: -15.16752 20.88625 -17.20058
H: -16.17467 20.22315 -15.95312
H: -17.32387 20.05928 -17.87503
H: -14.92177 16.82009 -16.09476
C: -2.89230 9.36459 -9.23095
C: -2.47907 10.83551 -9.77438
O: -1.16828 11.01214 -10.27317
O: -2.58296 8.31597 -10.14571
H: -3.95284 9.29226 -8.98991
H: -2.33199 9.20756 -8.30926
H: -2.71563 11.53179 -8.96981
H: -3.19353 10.95449 -10.58892
H: -1.20864 11.70516 -10.93627
H: -1.67432 8.28664 -10.45412
C: -20.83419 9.04319 -9.75949
C: -22.28506 8.78514 -9.61676
O: -22.71341 9.09141 -8.30881
O: -20.44134 10.22428 -9.02719
H: -20.54700 9.28149 -10.78361
H: -20.21005 8.17382 -9.55272
H: -22.62616 7.83865 -10.03618
H: -22.77249 9.53010 -10.24569
H: -22.21742 9.87701 -8.06706
H: -19.52804 10.40538 -9.26105
C: -4.26113 15.92977 -15.53255
C: -5.84162 15.71053 -15.33501
O: -6.30826 14.52830 -15.99674
O: -3.51911 15.04511 -14.77603
H: -4.12744 16.90836 -15.07149
H: -3.76965 15.98311 -16.50400
H: -6.34475 16.56532 -15.78698
H: -6.20088 15.61443 -14.31042
H: -7.21912 14.56092 -15.69531
H: -3.58143 14.21477 -15.25374
C: -9.13376 2.27242 -7.66850
C: -10.61529 2.04034 -8.10155
O: -11.34918 1.15617 -7.33876
O: -8.22548 1.22130 -7.86921
H: -8.98008 2.76062 -6.70613
H: -8.76852 3.15571 -8.19243
H: -10.53439 1.66594 -9.12202
H: -11.22391 2.94379 -8.13956
H: -11.43632 1.64680 -6.51822
H: -7.42768 1.44335 -7.38361
C: -10.92237 0.22358 -15.26618
C: -12.19814 -0.46685 -14.90375
O: -12.98615 -0.81057 -16.02525
O: -9.82529 -0.59693 -15.47827
H: -10.57873 0.82494 -14.42453
H: -11.07519 1.04789 -15.96278
H: -12.84928 0.09924 -14.23769
H: -12.00252 -1.41051 -14.39450
H: -12.48574 -1.37839 -16.61581
H: -8.98443 -0.13742 -15.53651
C: -7.43173 9.83956 -4.28938
C: -8.45480 10.38371 -5.35923
O: -8.87508 11.62321 -5.02362
O: -7.47653 8.46640 -4.46168
H: -7.80486 10.04739 -3.28654
H: -6.49500 10.37197 -4.45424
H: -9.43994 9.91732 -5.34949
H: -8.06874 10.43580 -6.37724
H: -8.25745 12.04907 -4.42465
H: -7.84565 8.06268 -3.67278
C: -16.69123 6.59085 -16.27079
C: -16.68379 5.65410 -15.08696
O: -18.01690 5.42477 -14.59573
O: -17.37419 6.05333 -17.47533
H: -15.71355 6.92688 -16.61619
H: -17.12043 7.55512 -15.99862
H: -16.02980 5.98122 -14.27864
H: -16.49866 4.62515 -15.39535
H: -18.14077 4.91884 -13.78932
H: -17.47010 5.13758 -17.20366

---

[3]
Entry from the Open Molecules 2025 dataset: 4 unconnected molecules or ions with the total composition C3H15NO3 (ωB97M-V with the def2-TZVPD basis set).

Total charge = +1
Electronic energy = -10976.6564 eV
Frontier orbital gap (alpha / beta) = 10.8 / 5.7 eV
2S+1 = 2
HOMO (alpha / beta) = -14.650 / -14.647 eV
Expectation value of S² = 0.75
LUMO level (alpha / beta) = -3.852 / -8.935 eV

Atoms and positions in Å:
C: -0.32844 0.39925 1.05660
C: -1.06451 -0.73771 0.32088
C: -2.40804 -0.29013 -0.28810
N: 1.05840 0.40280 0.58889
H: -0.38108 0.08803 2.15110
H: -0.74014 1.41174 0.91675
H: -1.32976 -1.43207 1.17604
H: -0.30204 -1.36312 -0.17986
H: -2.22974 0.68332 -0.90057
H: -3.05620 -0.00733 0.51000
H: -2.87771 -1.03811 -0.90277
H: 1.17435 -0.00444 -0.37546
H: 1.76585 -0.08284 1.13966
H: 2.36533 -0.86040 -2.50808
H: 1.42951 0.09232 -3.38112
O: 1.47683 -0.53204 -2.65905
H: 2.55138 -2.07568 2.23583
H: 1.82128 -3.15026 1.58438
O: 2.63425 -3.01826 2.12480
H: -1.00684 3.39843 -0.37219
H: -2.44696 3.08688 -1.04908
O: -1.77859 3.82598 -0.80364

---

[4]
Entry from the Open Molecules 2025 dataset: a molecular structure, C3H5NO2S2 (ωB97M-V with the def2-TZVPD basis set).

Electronic energy = -30438.9180 eV
Frontier orbital gap (alpha / beta) = 6.7 / 6.5 eV
2S+1 = 3
HOMO (alpha / beta) = -6.289 / -9.282 eV
Expectation value of S² = 2.02
LUMO level (alpha / beta) = 0.411 / -2.821 eV

Atoms and positions in Å:
C: -1.47225 -0.70022 -0.81257
C: -0.51136 0.37854 0.10638
C: 2.02547 0.79986 1.21668
N: -0.90598 -1.81680 -1.23140
O: 0.28143 -1.97970 -0.99688
O: -1.60993 -2.58626 -1.90241
S: -1.16367 1.86731 0.43502
S: 0.96018 -0.33822 0.24237
H: -2.41275 -0.41516 -1.07084
H: 1.62542 1.78766 1.34388
H: 3.05660 0.96690 0.88770
H: 2.17813 0.36990 2.18427
H: -2.05129 1.66619 -0.40221

---

[5]
Entry from the Open Molecules 2025 dataset: 2 unconnected molecules or ions with the total composition CH2NO2S (ωB97M-V with the def2-TZVPD basis set).

Total charge = -1
Electronic energy = -17489.4514 eV
Frontier orbital gap = 7.8 eV
HOMO = -3.758 eV
LUMO level = 3.998 eV

Atoms and positions in Å:
C: 3.32773 -0.59414 -0.10514
N: 2.26830 -0.24157 0.22637
O: -0.50469 -0.16749 0.42579
O: -2.54920 -0.71851 -0.63517
S: -1.95583 0.24627 0.25454
H: -1.81911 1.54303 -0.53427
H: 1.23280 -0.06760 0.36788

---

[6]
Entry from the Open Molecules 2025 dataset: 3 unconnected molecules or ions with the total composition CH2BrN3 (ωB97M-V with the def2-TZVPD basis set).

Electronic energy = -75582.0859 eV
Frontier orbital gap = 11.8 eV
Structure (SMILES) = C#N.N#N.Br
HOMO = -11.342 eV
LUMO level = 0.409 eV

Atoms and positions in Å:
C: -0.86531 1.16203 -1.22570
N: -1.76042 1.41126 -0.59838
H: 0.10209 1.15339 -1.66569
N: -2.82310 -1.92976 -1.24695
N: -3.17763 -1.70985 -0.22425
Br: 2.04397 -0.83689 0.15545
H: 2.96178 -0.73363 1.28749

---

Number 1: largest force on an atom 0.199 Eh/bohr. Number 2: largest force on an atom 0.079 Eh/bohr. Number 3: largest force on an atom 0.061 Eh/bohr. Number 4: largest force on an atom 0.138 Eh/bohr. Number 5: largest force on an atom 0.052 Eh/bohr. Number 6: largest force on an atom 0.066 Eh/bohr.